The molecule C2H7N2P at a distorted geometry, computed with ωB97M-V/def2-TZVPD.

Summary:
Max |F|, eV/Å: 7.13
ΔE to the lowest compared entry with this formula, charge and spin, eV: 2.164
Spin multiplicity: 1
Highest occupied orbital energy (spin up / spin down), Eh: -0.3113 / -0.2972
SMILES: CC/N=P/N
DFT total energy, Ha: -531.17239
Molecular weight, g mol⁻¹: 90.07

Geometry as XYZ:
```
12
Properties=species:S:1:pos:R:3:forces:R:3:nbo_charge:R:1
C -1.60674 -0.83294 0.02707 0.609 -4.338 -1.214 -0.66
C -1.11654 0.50792 0.28265 0.466 3.745 -0.100 -0.29
N 0.26681 0.82296 0.12437 5.166 -4.900 0.383 -0.72
N 2.87573 0.32084 0.00540 1.597 0.085 -1.351 -1.17
P 1.50564 -0.60063 0.16447 -4.468 4.608 -0.302 0.97
H -1.58301 -1.67450 0.76301 0.492 1.205 0.328 0.22
H -2.59981 -0.87925 -0.27492 -2.220 0.539 -0.289 0.22
H -1.16947 -1.41102 -0.87634 0.131 1.498 1.065 0.21
H -1.38364 1.01017 1.27153 -0.271 -0.991 -0.971 0.22
H -1.47328 1.28456 -0.50007 -0.461 -1.356 1.031 0.21
H 2.81384 1.29783 -0.17608 -1.121 1.270 0.928 0.40
H 3.47047 0.15405 -0.81108 0.079 -1.364 0.492 0.39
```
Forces are in eV/Å.

***

A cluster of 2 separate species, C3H9NO2 in total at a distorted geometry, computed with ωB97M-V/def2-TZVPD.

Summary:
Max |F|, eV/Å: 5.80
ΔE to the lowest compared entry with this formula, charge and spin, eV: 2.324
Spin multiplicity: 1
Highest occupied orbital energy, Eh: -0.3638
SMILES: CC(N)=O.CO
DFT total energy, Ha: -324.88722
Molecular weight, g mol⁻¹: 91.11

Geometry as XYZ:
```
15
Properties=species:S:1:pos:R:3:forces:R:3:nbo_charge:R:1
C 1.16898 -2.15044 1.59726 -3.743 1.438 -0.873 -0.25
O 2.28687 -1.53109 1.15374 2.105 -2.985 -3.291 -0.72
H 2.34770 -0.72873 1.52362 0.472 4.527 2.023 0.46
H 1.41208 -2.65272 2.48990 -0.309 -1.469 0.959 0.16
H 0.37154 -1.34684 1.83963 0.907 -1.300 -0.178 0.17
H 0.72062 -2.71110 0.72870 0.507 -0.138 1.301 0.17
C -2.01284 1.57189 -1.03468 -1.034 -1.595 0.726 -0.76
C -0.55485 1.17593 -0.50909 -3.203 0.644 -2.079 0.69
O -0.36100 0.92603 0.64262 0.957 -0.251 1.100 -0.61
N 0.33781 0.98165 -1.52580 3.437 -1.927 4.263 -0.85
H 1.26418 0.55465 -1.06350 -2.541 1.399 -2.054 0.41
H 0.29125 1.23798 -2.46856 -0.320 0.374 -1.081 0.41
H -2.11008 2.66620 -1.33078 0.120 -1.761 -0.318 0.24
H -2.89686 1.32420 -0.31617 2.114 0.895 -0.313 0.24
H -2.26539 0.68237 -1.72690 0.531 2.148 -0.186 0.23
```
Forces are in eV/Å.

***

A structure of composition C20H42GaNOP3 at a distorted geometry, computed with ωB97M-V/def2-TZVPD.

Summary:
Charge: +3
Max |F|, eV/Å: 2.19
ΔE to the lowest compared entry with this formula, charge and spin, eV: 0.000
Spin multiplicity: 1
Highest occupied orbital energy (spin up / spin down), Eh: -0.5641 / -0.5636
DFT total energy, Ha: -3865.06204
Molecular weight, g mol⁻¹: 475.21

Geometry as XYZ:
```
68
Properties=species:S:1:pos:R:3:forces:R:3:mulliken_charge:R:1
Ga -0.23590 0.16675 -0.16311 0.036 -0.408 -0.528 1.15
P -1.84070 -1.58342 0.33694 -1.192 -0.719 -0.120 0.82
P 1.31511 -0.74416 1.94565 1.011 0.488 1.484 0.66
P 1.33046 -1.42524 -1.65494 0.183 -0.009 -0.838 0.98
H -0.79176 6.43978 -7.20366 -0.015 -0.398 -0.330 0.28
C -0.85914 5.53816 -7.82692 -0.864 -0.452 -0.101 -0.61
C -2.05441 4.99341 -8.14180 0.865 0.312 0.340 -0.48
H -2.99331 5.43229 -7.77927 0.445 -0.201 -0.216 0.26
C -3.36562 -0.87928 1.04925 0.050 0.399 0.095 -1.25
C -1.55339 -3.04725 1.39306 0.468 0.053 0.023 -1.18
C -2.42743 -2.25585 -1.25129 0.140 0.030 -0.154 -1.16
C 2.88822 0.19295 1.99120 -0.203 0.158 -0.434 -1.32
C 0.60529 -0.36790 3.58677 -0.454 0.171 -0.236 -1.40
C 1.79084 -2.49918 2.10510 -0.278 -0.289 -0.444 -1.04
C 0.74990 -1.30639 -3.38334 -0.226 0.082 -0.035 -1.33
C 1.48483 -3.23735 -1.40890 -0.133 -0.071 0.178 -1.39
C 3.04835 -0.77916 -1.72556 -0.168 0.042 0.201 -1.32
H 0.07817 5.11481 -8.21136 -0.405 0.236 0.108 0.31
H -2.12545 4.10897 -8.78851 0.017 0.442 0.258 0.27
H -3.61754 0.05991 0.54033 -0.005 -0.236 0.099 0.37
H -3.24489 -0.67911 2.12338 0.005 -0.083 -0.314 0.20
H -4.19294 -1.59239 0.91563 0.315 0.130 0.003 0.54
H -1.28324 -2.74815 2.41512 -0.102 -0.079 -0.268 0.31
H -0.75710 -3.68357 0.98688 -0.221 0.127 0.113 0.34
H -2.48370 -3.63462 1.43639 0.228 0.261 -0.089 0.54
H -2.81350 -1.43547 -1.87075 0.087 -0.185 0.170 0.29
H -3.24031 -2.96978 -1.04919 0.265 0.182 -0.076 0.52
H -1.62171 -2.76305 -1.79875 -0.238 0.066 0.163 0.32
H 3.42892 -0.04452 2.91936 -0.175 -0.012 -0.254 0.51
H 2.65556 1.26740 1.96320 0.143 -0.296 0.037 0.35
H 3.50955 -0.05602 1.11959 -0.131 0.104 0.325 0.30
H 1.26095 -0.77718 4.36920 -0.084 0.086 -0.251 0.51
H -0.38969 -0.82683 3.67788 0.274 0.130 0.077 0.39
H 0.51724 0.71928 3.71868 0.077 -0.332 -0.008 0.38
H 2.87027 -2.57087 2.28785 -0.201 0.086 -0.076 0.43
H 1.54074 -3.04787 1.19023 0.174 -0.027 0.329 -0.01
H 1.25320 -2.95058 2.94909 0.092 0.125 -0.246 0.49
H 1.19067 -2.12164 -3.97384 -0.080 0.298 0.080 0.57
H 1.03556 -0.33781 -3.81777 -0.066 -0.263 0.110 0.34
H -0.34606 -1.39358 -3.41116 0.322 -0.012 -0.095 0.29
H 1.66761 -3.71687 -2.38133 -0.022 0.119 0.297 0.51
H 0.55103 -3.63915 -0.98789 0.325 -0.018 -0.175 0.33
H 2.31929 -3.47567 -0.73562 -0.241 0.066 -0.212 0.49
H 3.53661 -1.11838 -2.65108 -0.118 0.048 0.302 0.49
H 3.63262 -1.11855 -0.85679 -0.164 0.059 -0.345 0.35
H 3.01000 0.31952 -1.71515 0.088 -0.285 -0.075 0.33
C -0.83526 1.62095 -2.71545 -0.591 -0.841 1.330 0.22
C 0.31485 2.44807 -2.65681 0.908 0.854 -0.426 0.14
C 0.67503 3.23088 -3.74627 0.453 -0.423 1.596 -0.87
C -0.06594 3.19400 -4.93244 -0.111 0.065 -0.335 -0.25
C -1.14696 2.30814 -5.03784 -0.921 -0.986 0.503 -0.57
C -1.52298 1.51660 -3.95503 -0.327 0.535 -1.301 -0.19
O -1.29864 0.95985 -1.66392 1.086 0.224 -1.066 -0.45
H 1.12769 0.99359 -0.23526 0.260 -0.102 0.386 -0.52
H 0.89547 2.45921 -1.73321 -0.154 0.228 -0.279 0.48
H 1.54704 3.87776 -3.66386 -0.219 -0.109 -0.059 0.44
H 0.20383 3.83715 -5.76906 -0.122 -0.145 0.116 0.38
H -1.70675 2.24243 -5.97170 0.175 0.043 0.251 0.47
H -2.35459 0.81808 -4.02205 0.088 0.230 -0.031 0.48
C -2.38749 1.31448 4.52339 0.110 -0.379 -0.047 -1.01
C -2.14186 2.34801 3.40521 -0.294 0.524 0.784 -0.43
C -1.58906 1.79642 2.19268 0.579 -0.507 -1.804 0.54
N -1.17520 1.38269 1.18781 -0.703 0.703 1.953 -0.22
H -3.03621 0.50489 4.17295 0.092 0.125 0.109 0.28
H -2.88002 1.78597 5.37464 0.029 0.106 -0.208 0.38
H -1.44777 0.88888 4.89072 -0.255 0.116 -0.085 0.27
H -3.09338 2.83886 3.13423 0.380 -0.051 0.000 0.38
H -1.44530 3.12529 3.76695 -0.285 -0.137 -0.258 0.33
```
Forces are in eV/Å.